Record 1
{
  "formula": "C5H10O",
  "method": "ωB97M-V/def2-TZVPD",
  "species": ["C", "C", "C", "C", "C", "O", "H", "H", "H", "H", "H", "H", "H", "H", "H", "H"],
  "positions_angstrom": [[-1.94737, -0.06709, 0.29889], [-0.65719, 0.66093, 0.00673], [0.54700, 0.27365, 0.84306], [1.00522, -1.12274, 0.53857], [1.48125, 0.02521, -0.33121], [0.99609, 0.14178, -1.86795], [-2.31127, 0.05343, 1.32449], [-1.83662, -1.14632, 0.12285], [-2.71496, 0.29573, -0.38671], [-0.28015, 0.45003, -1.11698], [-0.72670, 1.75325, 0.04433], [0.80412, 0.72592, 1.82846], [1.76766, -1.58344, 1.17445], [0.25869, -1.83147, 0.18461], [2.49727, 0.33520, -0.39571], [1.11697, 1.03592, -2.26788]],
  "forces_ev_per_a": [[-0.323, 0.001, 0.036], [-0.548, 0.108, -0.912], [0.012, 0.163, -1.286], [0.218, 0.047, -0.679], [0.792, -0.102, -1.662], [1.838, -0.441, 1.649], [0.027, 0.076, -0.051], [-0.031, 0.235, 0.015], [-0.157, -0.108, 0.086], [-2.398, 0.472, 2.826], [-0.389, -0.021, 0.223], [-0.047, -0.004, -1.191], [-0.197, 0.286, -0.275], [0.214, 0.180, -0.176], [0.671, -0.163, 0.375], [0.320, -0.728, 1.021]],
  "homo_ev": -9.283,
  "relative_energy_kj_mol": 323.9,
  "multiplicity": 1,
  "e_lumo_ev": 0.92,
  "smiles": "CC[C@H]1C[C@H]1O"
}



Record 2
{
  "formula": "C20H17F2NO4S",
  "method": "ωB97M-V/def2-TZVPD",
  "species": ["O", "C", "N", "C", "C", "C", "C", "C", "F", "C", "C", "C", "C", "C", "C", "C", "S", "O", "O", "C", "C", "C", "C", "C", "C", "C", "F", "O", "H", "H", "H", "H", "H", "H", "H", "H", "H", "H", "H", "H", "H", "H", "H", "H", "H"],
  "positions_angstrom": [[1.20629, 3.27507, -1.74393], [0.84781, 2.42420, -0.95244], [1.05741, 1.09865, -1.13122], [1.70245, 0.57855, -2.31098], [0.80626, -0.34736, -3.09107], [-0.55359, -0.07952, -3.19877], [-1.38876, -0.92605, -3.90419], [-0.84495, -2.04575, -4.50722], [-1.65462, -2.88172, -5.18990], [0.50513, -2.33292, -4.42712], [1.32460, -1.47662, -3.71341], [0.14270, 2.75234, 0.29766], [-0.03303, 3.96912, 0.90255], [-0.76453, 3.72072, 2.08158], [-1.00204, 2.37319, 2.10942], [-1.65010, 1.51961, 3.11263], [-0.32829, 0.58628, 4.04219], [0.94069, 0.87246, 3.44407], [-0.50518, 0.86846, 5.43791], [-0.73556, -1.19713, 3.76780], [-0.27999, -1.55877, 2.40815], [-1.10655, -1.48390, 1.29178], [-0.62364, -1.76522, 0.02574], [0.70359, -2.12314, -0.15032], [1.54923, -2.20404, 0.94278], [1.04914, -1.92142, 2.19945], [1.86283, -2.04298, 3.26155], [-0.45162, 1.77804, 1.03193], [0.75181, 0.44719, -0.42443], [2.62949, 0.06313, -2.03713], [1.95892, 1.45348, -2.92042], [-0.95802, 0.80418, -2.72872], [-2.44508, -0.72779, -3.99538], [0.89691, -3.21157, -4.91436], [2.38164, -1.68819, -3.64365], [0.32914, 4.90830, 0.53974], [-1.08108, 4.43846, 2.80983], [-2.18439, 2.09877, 3.85761], [-2.29132, 0.76864, 2.66159], [-0.18769, -1.72125, 4.54721], [-1.80541, -1.29431, 3.92185], [-2.14803, -1.22671, 1.41851], [-1.28102, -1.70811, -0.82816], [1.07394, -2.34812, -1.13815], [2.58454, -2.48623, 0.83743]],
  "forces_ev_per_a": [[-0.034, 0.300, 0.058], [0.027, -0.456, -0.007], [0.045, -0.196, 0.065], [0.130, 0.228, -0.131], [0.003, -0.063, 0.004], [0.155, -0.055, -0.067], [-0.041, -0.179, -0.143], [0.095, 0.051, 0.074], [0.051, 0.053, 0.037], [-0.232, -0.090, -0.118], [-0.120, 0.200, 0.032], [-0.105, 1.230, 0.317], [0.214, -0.718, -0.541], [-0.266, -0.718, 0.107], [-0.003, 0.928, 0.117], [0.795, -0.627, 0.085], [-0.436, -0.183, 0.307], [0.150, -0.078, -0.338], [-0.328, -0.045, 0.319], [0.256, 0.992, 0.106], [0.252, -0.290, -0.356], [0.137, -0.138, 0.062], [-0.104, -0.005, -0.120], [-0.055, -0.036, 0.089], [0.049, 0.035, 0.219], [-0.197, -0.104, -0.194], [-0.047, 0.066, -0.041], [-0.011, -0.190, -0.169], [-0.026, 0.060, 0.042], [-0.051, 0.060, -0.076], [0.074, -0.185, 0.116], [-0.065, 0.072, 0.073], [-0.113, 0.000, -0.029], [0.012, -0.104, -0.055], [0.127, -0.039, 0.035], [0.109, 0.157, -0.146], [-0.087, 0.104, 0.218], [-0.022, -0.013, 0.056], [-0.186, -0.029, -0.030], [-0.019, 0.076, 0.109], [-0.102, -0.065, 0.023], [-0.122, 0.051, 0.038], [-0.059, 0.004, -0.082], [0.034, -0.026, -0.083], [0.118, -0.038, 0.021]],
  "homo_ev": -8.922,
  "relative_energy_kj_mol": 10.5,
  "multiplicity": 1,
  "e_lumo_ev": 0.40,
  "smiles": "O=C(NCc1ccc(F)cc1)c1ccc(CS(=O)(=O)Cc2ccccc2F)o1"
}



Record 3
{
  "formula": "C25H21BrCl2CsF6N8O3PS",
  "method": "ωB97M-V/def2-TZVPD",
  "species": ["Cs", "N", "C", "S", "N", "N", "C", "C", "C", "C", "C", "C", "N", "H", "H", "H", "H", "H", "H", "H", "O", "C", "N", "C", "O", "C", "C", "C", "C", "C", "N", "C", "C", "C", "C", "C", "N", "H", "H", "H", "H", "H", "H", "H", "H", "O", "C", "C", "C", "N", "C", "Br", "C", "H", "H", "H", "H", "F", "P", "F", "F", "F", "F", "F", "Cl", "C", "Cl", "H", "H"],
  "positions_angstrom": [[-0.45976, -0.28342, -0.38594], [-2.56655, 2.73072, 1.83331], [-2.06609, 3.68221, 1.07008], [-2.76048, 4.52420, -0.25315], [-0.74363, 4.08761, 1.29095], [0.08004, 3.15475, 1.65337], [1.11787, 3.29751, 2.44271], [2.32678, 2.39404, 2.51983], [3.35656, 2.72103, 3.35498], [4.48906, 1.92239, 3.29871], [4.59595, 0.89249, 2.36268], [3.44304, 0.65634, 1.62357], [2.35515, 1.38504, 1.66099], [-3.41843, 2.24066, 1.61131], [-1.94342, 2.23877, 2.45667], [1.29782, 4.26097, 2.98621], [3.18934, 3.53793, 3.98030], [5.19142, 1.97612, 4.10086], [5.49478, 0.23557, 2.29695], [3.43471, -0.13845, 0.91679], [3.93830, -2.93725, -1.94603], [3.30856, -1.98282, -1.50161], [2.53878, -1.93622, -0.37800], [2.91284, -2.59934, 0.73766], [4.04798, -2.89248, 1.07937], [1.79333, -2.84044, 1.80441], [2.15423, -2.78871, 3.11475], [1.19875, -2.89808, 4.07620], [-0.11417, -3.11603, 3.65858], [-0.43224, -3.13990, 2.29870], [0.51142, -2.99619, 1.38544], [3.09701, -0.72639, -2.47110], [4.02344, -0.53631, -3.50184], [3.83307, 0.45824, -4.41972], [2.68559, 1.19835, -4.41646], [1.72169, 0.85687, -3.41819], [1.94429, -0.02262, -2.43912], [3.21655, -2.61488, 3.26244], [1.42270, -2.77920, 5.14302], [-0.93768, -3.24856, 4.33377], [-1.45975, -3.12195, 2.00594], [4.87930, -1.20977, -3.65689], [4.57972, 0.73434, -5.20893], [2.40490, 1.91585, -5.15700], [0.75920, 1.30928, -3.39153], [-6.48454, 2.80112, -3.62411], [-5.48120, 1.95822, -3.14774], [-5.40951, 1.41564, -1.90259], [-4.30972, 0.67378, -1.58281], [-3.36935, 0.39694, -2.47736], [-3.53343, 0.84170, -3.70218], [-2.14321, 0.53956, -5.00706], [-4.58782, 1.64371, -4.11343], [-7.07551, 3.02328, -2.90502], [-6.21586, 1.54851, -1.23111], [-4.17026, 0.16830, -0.62811], [-4.63551, 2.08450, -5.06318], [-4.56174, 0.73471, 1.79708], [-3.83194, -0.50901, 2.59852], [-3.61088, 0.40523, 3.85926], [-2.35824, -0.05506, 2.01981], [-4.01771, -1.42689, 1.27948], [-3.25522, -1.78527, 3.39828], [-5.32553, -0.82101, 3.07163], [-0.37031, -3.12277, -3.36232], [0.94450, -4.19816, -2.88733], [0.28160, -5.78303, -2.42286], [1.50449, -3.81257, -2.00613], [1.57489, -4.32365, -3.77571]],
  "forces_ev_per_a": [[0.281, -0.196, 0.068], [0.161, -0.065, -0.039], [0.268, 1.108, -1.426], [0.188, -1.010, 1.291], [0.294, 0.381, 0.383], [1.363, -1.041, 1.079], [0.079, 1.184, -0.507], [-2.296, 0.692, -1.377], [0.213, -1.170, -0.741], [0.103, -0.653, 0.251], [0.087, 0.205, 0.984], [0.982, -0.322, -0.783], [-0.617, -0.222, 0.103], [-0.326, 0.077, -0.044], [0.013, -0.036, 0.037], [-0.663, -0.666, -0.285], [0.271, 1.089, 1.275], [0.814, 0.467, 0.103], [-1.007, 0.619, 0.033], [-0.062, -0.643, -0.493], [0.169, 0.623, 0.003], [-1.259, 0.509, -0.194], [0.107, 0.174, -0.396], [-0.748, -0.047, 0.316], [0.532, -0.118, 0.183], [-0.913, 0.110, -2.405], [1.511, 0.300, -0.120], [-1.374, -0.234, 1.025], [-0.115, -0.061, -0.037], [1.246, 0.455, 1.084], [0.880, 0.411, -0.546], [0.023, -1.057, -0.148], [0.685, -1.029, 0.472], [1.042, 1.286, -1.697], [-2.261, -0.743, 1.718], [1.724, -0.033, -0.384], [0.610, -0.280, -0.178], [-0.169, -0.077, 0.442], [-0.036, -0.189, -0.444], [-0.088, 0.162, 0.471], [-0.509, -0.375, -0.358], [-0.460, 0.295, 0.633], [-0.514, -0.730, 0.837], [0.173, 0.390, -0.321], [-0.652, 0.519, -0.133], [0.597, -0.687, 0.773], [-1.959, 1.297, -1.560], [-0.398, 0.145, 0.662], [0.253, -1.013, 0.224], [0.999, -0.351, -0.759], [0.207, 0.593, -0.130], [-0.226, -0.189, 0.456], [1.812, -0.918, 0.501], [-0.229, 0.119, 0.280], [-0.495, 0.226, 0.872], [-0.274, 0.415, 0.048], [-0.108, 0.329, -1.147], [0.930, 0.702, -0.628], [-1.284, -0.730, -0.554], [0.497, 0.856, 0.736], [-0.214, -0.227, 0.223], [0.154, -0.003, -0.147], [0.332, 0.278, -0.286], [-0.375, -1.008, 0.558], [-0.071, 0.406, 0.109], [0.590, -0.131, 0.361], [0.131, -0.071, -0.055], [-0.515, -0.075, -0.816], [-0.103, -0.020, 0.541]],
  "charge": -1,
  "homo_ev": [-6.223, -6.224],
  "s2": 0.787,
  "relative_energy_kj_mol": 54.4,
  "multiplicity": 2,
  "e_lumo_ev": [1.77, 0.01]
}